Density functional theory data (ωB97M-V/def2-TZVPD) for a 2-piece molecular cluster, C3H7NO overall.

## Properties
Structure (SMILES): C=CN.C=O
ΔE to the lowest compared entry with this formula, charge and spin (kJ/mol): 237.4
HOMO energy (eV): -8.51
Orbital gap (eV): 9.22
LUMO (eV): 0.709
M (g mol⁻¹): 73.095

ORCA input file:
```
! wB97M-V def2-TZVPD RIJCOSX def2/J DEFGRID3
* xyz 0 1
C 2.09 -0.71 -0.46
C 1.29 -0.12 0.43
N 0.92 -0.84 1.59
H 2.50 -1.71 -0.36
H 2.36 -0.25 -1.40
H 1.06 0.92 0.26
H 0.79 -1.81 1.42
H 0.08 -0.46 2.00
C -2.77 1.24 -0.87
O -2.67 2.41 -0.62
H -3.76 0.76 -0.98
H -1.91 0.57 -1.02
*
```


Density functional theory data (ωB97M-V/def2-TZVPD) for a 5-piece molecular cluster, C45H63N6O9S3 overall.

## Properties
HOMO energy (eV): -10.57
Orbital gap (eV): 7.42
LUMO (eV): -3.152
M (g mol⁻¹): 928.233

ORCA input file:
```
! wB97M-V def2-TZVPD RIJCOSX def2/J DEFGRID3
* xyz 1 1
C -5.90 2.72 -3.62
C -5.08 3.68 -2.74
C -4.19 2.91 -1.75
C -2.96 2.26 -2.42
C -2.99 0.72 -2.35
C -1.60 0.08 -2.61
C -1.13 -0.88 -1.52
C -0.08 -0.25 -0.60
C -0.09 -0.80 0.83
C 1.04 -0.15 1.61
S 0.88 -0.13 3.41
C -0.29 1.16 3.87
C -1.71 1.07 3.30
C -1.92 1.99 2.08
N -2.89 1.48 1.10
C 0.10 -1.66 3.93
C 0.39 -1.87 5.43
C -0.84 -2.37 6.19
S -0.98 -4.15 5.90
C -2.27 -4.56 7.09
S -3.53 -3.55 7.29
N -2.00 -5.76 7.73
C -2.18 -6.95 6.86
C -3.48 -7.73 7.11
O -3.84 -7.85 8.47
C -3.99 -6.55 9.01
C -2.62 -5.91 9.05
H -5.36 2.42 -4.51
H -6.82 3.20 -3.96
H -6.19 1.84 -3.05
H -4.41 4.27 -3.37
H -5.74 4.36 -2.21
H -4.81 2.15 -1.26
H -3.88 3.61 -0.96
H -2.94 2.55 -3.47
H -2.07 2.62 -1.91
H -3.38 0.40 -1.39
H -3.68 0.38 -3.13
H -1.65 -0.44 -3.56
H -0.87 0.88 -2.74
H -1.99 -1.26 -0.96
H -0.66 -1.73 -2.01
H 0.91 -0.39 -1.03
H -0.24 0.83 -0.57
H -1.06 -0.60 1.27
H 0.06 -1.88 0.76
H 1.11 0.90 1.32
H 2.00 -0.62 1.41
H 0.20 2.10 3.64
H -0.33 1.08 4.95
H -2.02 0.05 3.07
H -2.37 1.41 4.10
H -0.96 2.18 1.60
H -2.26 2.95 2.46
H -3.15 0.52 1.31
H -2.47 1.48 0.18
H 0.51 -2.47 3.34
H -0.98 -1.61 3.80
H 1.26 -2.52 5.57
H 0.66 -0.91 5.88
H -1.74 -1.84 5.89
H -0.69 -2.20 7.25
H -1.32 -7.61 6.92
H -2.23 -6.60 5.83
H -3.32 -8.75 6.75
H -4.32 -7.33 6.52
H -4.40 -6.61 10.02
H -4.68 -5.96 8.40
H -2.65 -4.96 9.57
H -1.98 -6.57 9.65
C 6.24 1.88 -0.43
C 6.17 0.90 -1.41
C 4.98 0.65 -2.07
C 3.87 1.40 -1.72
C 3.91 2.38 -0.74
C 5.11 2.61 -0.09
N 2.60 1.16 -2.43
O 2.58 0.29 -3.27
O 1.64 1.85 -2.13
H 7.18 2.07 0.08
H 7.05 0.32 -1.67
H 4.91 -0.11 -2.83
H 3.03 2.96 -0.50
H 5.17 3.38 0.67
C 1.95 3.14 -5.11
C 1.50 2.24 -6.07
C 1.44 2.63 -7.40
C 1.82 3.91 -7.74
C 2.26 4.82 -6.80
C 2.32 4.43 -5.47
N 1.77 4.32 -9.15
O 1.36 3.52 -9.96
O 2.14 5.45 -9.43
H 2.00 2.83 -4.08
H 1.21 1.24 -5.79
H 1.09 1.94 -8.16
H 2.55 5.82 -7.09
H 2.66 5.12 -4.72
C 1.76 5.87 -12.57
C 1.32 5.00 -13.55
C 1.25 5.40 -14.88
C 1.63 6.69 -15.20
C 2.07 7.59 -14.24
C 2.13 7.17 -12.92
N 1.57 7.13 -16.60
O 1.16 6.33 -17.42
O 1.94 8.25 -16.86
H 1.82 5.55 -11.54
H 1.02 3.99 -13.29
H 0.90 4.73 -15.65
H 2.36 8.59 -14.51
H 2.47 7.85 -12.15
C 1.03 -6.23 9.45
C 1.23 -7.47 10.05
C 2.10 -7.60 11.12
C 2.76 -6.47 11.58
C 2.59 -5.23 10.99
C 1.72 -5.12 9.92
N 3.67 -6.60 12.73
O 3.82 -7.70 13.21
O 4.22 -5.59 13.12
H 0.35 -6.14 8.62
H 0.70 -8.34 9.69
H 2.25 -8.55 11.60
H 3.12 -4.37 11.37
H 1.57 -4.15 9.45
*
```


Density functional theory data (ωB97M-V/def2-TZVPD) for C11H27ClIN2P2Ru as an isolated structure.

## Properties
<S²>: 8.813
ΔE to the lowest compared entry with this formula, charge and spin (kJ/mol): 694.8
HOMO energy (alpha / beta) (eV): -13.19 / -14.37
Orbital gap (alpha / beta) (eV): 4.78 / 4.53
LUMO (alpha / beta) (eV): -8.409 / -9.845
M (g mol⁻¹): 512.726

ORCA input file:
```
! wB97M-V def2-TZVPD RIJCOSX def2/J DEFGRID3
* xyz 2 6
C 0.44 -0.36 -3.62
I 2.35 0.00 -3.98
H -0.17 0.14 -4.34
H 0.32 0.10 -2.61
H 0.35 -1.45 -3.58
Ru 0.34 0.02 1.64
P 0.45 2.31 -0.31
C -0.08 3.67 0.81
C 2.04 2.91 -1.08
H 2.10 4.01 -1.04
H -0.81 3.69 -1.89
H 2.08 2.59 -2.13
H -0.09 2.28 -2.69
H 0.76 4.09 1.38
H 2.93 2.49 -0.57
C -0.62 2.61 -1.79
H -0.60 4.47 0.26
H -1.56 2.08 -1.66
H -0.79 3.22 1.52
P 0.68 -2.22 -0.60
C 0.20 -3.16 0.89
C -0.68 -2.72 -1.75
H 1.95 -3.20 -2.52
H 1.51 -4.46 -1.34
H 2.88 -3.35 -1.01
C 1.87 -3.42 -1.44
H -0.44 -2.38 -2.76
H -0.77 -3.80 -1.85
H 0.51 -4.20 0.83
H -0.89 -3.11 1.00
H -1.62 -2.26 -1.43
H 0.64 -2.69 1.77
Cl 1.28 1.67 -5.63
C 0.51 0.07 3.53
C -0.86 0.32 3.82
N -1.62 0.39 2.70
C -2.87 -0.15 3.00
C -2.88 -0.43 4.34
N -1.66 -0.10 4.85
H 1.28 0.05 4.30
H -0.99 0.26 0.70
H 1.26 1.28 1.23
H -3.68 -0.28 2.30
H -3.67 -0.86 4.93
H -1.37 -0.15 5.82
*
```


Density functional theory data (ωB97M-V/def2-TZVPD) for C27H41MnO5Si as an isolated structure.

## Properties
<S²>: 6.400
HOMO energy (alpha / beta) (eV): 2.62 / 2.37
Orbital gap (alpha / beta) (eV): 1.47 / 1.53
LUMO (alpha / beta) (eV): 4.090 / 3.903
M (g mol⁻¹): 528.644

ORCA input file:
```
! wB97M-V def2-TZVPD RIJCOSX def2/J DEFGRID3
* xyz -2 5
C 2.43 2.95 1.73
C 1.05 2.56 2.40
C 2.91 1.77 0.87
C 2.21 0.55 1.50
H 4.00 1.76 0.91
H 2.57 1.93 -0.17
C 0.85 1.13 1.96
H 0.26 3.23 2.02
H 1.12 2.57 3.50
C 0.08 1.04 0.63
H 0.41 0.46 2.70
H 2.81 0.26 2.36
C 1.97 -0.67 0.62
C 2.30 4.16 0.83
C 3.45 3.37 2.81
O 4.45 2.69 2.98
O 1.25 4.64 0.40
O 3.49 4.69 0.54
O 3.25 4.52 3.48
C 2.05 5.32 3.51
H 1.12 4.76 3.34
H 2.16 6.14 2.79
H 2.08 5.71 4.53
C 3.52 5.83 -0.30
H 3.19 5.57 -1.30
H 4.54 6.16 -0.30
H 2.87 6.60 0.11
O 0.52 -0.32 0.27
H 0.51 1.84 -0.12
H -1.01 1.44 0.80
C 2.27 -1.94 1.35
C 2.39 -0.65 -0.80
H 3.33 -0.08 -0.99
H 1.58 -0.20 -1.43
H 2.58 -1.68 -1.14
H 1.80 -2.79 0.83
H 1.95 -1.88 2.40
H 3.36 -2.14 1.36
Mn -2.47 -1.35 -0.72
C -3.41 -2.49 0.60
C -2.37 -2.07 1.55
C -2.57 -0.68 1.80
H -1.67 -2.69 2.03
C -3.62 -0.19 0.99
C -4.23 -1.31 0.27
H -5.09 -1.30 -0.37
H -3.63 -3.50 0.28
H -2.00 -0.09 2.54
H -4.01 0.81 1.04
C -1.86 -0.71 -2.85
C -3.28 -0.65 -2.49
C -3.43 0.57 -1.72
H -4.06 -1.37 -2.81
C -2.21 1.31 -1.77
C -1.25 0.53 -2.45
H -0.19 0.78 -2.59
H -1.40 -1.44 -3.50
H -4.40 0.99 -1.41
H -2.03 2.29 -1.32
C -0.35 -4.17 -3.56
Si -1.46 -4.09 -2.03
C -3.26 -4.02 -2.59
C -1.24 -5.69 -1.05
C -0.84 -2.66 -1.00
H -0.64 -5.05 -4.16
H 0.71 -4.28 -3.29
H -0.43 -3.29 -4.22
H -3.47 -5.03 -2.98
H -3.99 -3.83 -1.79
H -3.49 -3.31 -3.40
H -0.20 -5.85 -0.74
H -1.87 -5.74 -0.15
H -1.52 -6.53 -1.70
H -0.50 -2.96 0.02
H 0.09 -2.27 -1.45
*
```


Density functional theory data (ωB97M-V/def2-TZVPD) for C6H13O3Yb as an isolated structure.

## Properties
<S²>: 2.002
ΔE to the lowest compared entry with this formula, charge and spin (kJ/mol): 27.4
HOMO energy (alpha / beta) (eV): -9.73 / -11.75
Orbital gap (alpha / beta) (eV): 6.47 / 7.12
LUMO (alpha / beta) (eV): -3.256 / -4.638
M (g mol⁻¹): 306.207

ORCA input file:
```
! wB97M-V def2-TZVPD RIJCOSX def2/J DEFGRID3
* xyz 1 3
C -2.66 0.00 0.11
O -1.95 0.36 -1.06
C -1.39 1.66 -1.07
C -0.14 1.76 -0.21
O 0.62 0.58 -0.39
C 1.90 0.52 0.21
C 2.23 -0.88 0.68
O 1.16 -1.64 1.16
C 0.64 -2.67 0.27
Yb -0.36 -1.38 -1.23
H -3.47 0.73 0.30
H -3.05 -1.01 -0.05
H -2.14 2.37 -0.71
H -1.10 1.83 -2.12
H -0.41 1.84 0.85
H 0.45 2.64 -0.50
H 1.92 1.20 1.08
H 2.65 0.88 -0.51
H 2.90 -0.76 1.55
H 2.75 -1.40 -0.15
H 1.45 -3.34 -0.07
H -0.06 -3.26 0.89
H -1.97 -0.06 0.97
*
```


Density functional theory data (ωB97M-V/def2-TZVPD) for a 2-piece molecular cluster, C2HCl3OS overall.

## Properties
ΔE to the lowest compared entry with this formula, charge and spin (kJ/mol): 442.6
HOMO energy (alpha / beta) (eV): -9.32 / -9.62
Orbital gap (alpha / beta) (eV): 8.18 / 8.25
LUMO (alpha / beta) (eV): -1.144 / -1.364
M (g mol⁻¹): 179.455

ORCA input file:
```
! wB97M-V def2-TZVPD RIJCOSX def2/J DEFGRID3
* xyz 0 1
C -0.61 -0.68 0.77
C 1.11 0.68 -0.39
O -2.69 -1.81 -0.03
S -1.60 -1.01 -0.50
Cl 1.58 1.78 0.94
Cl 0.10 1.48 -1.64
Cl 2.46 -0.24 -0.88
H -0.35 -0.21 1.74
*
```


Density functional theory data (ωB97M-V/def2-TZVPD) for a 2-piece molecular cluster, C3Cl2F2 overall.

## Properties
ΔE to the lowest compared entry with this formula, charge and spin (kJ/mol): 274.2
HOMO energy (alpha / beta) (eV): -10.38 / -10.39
Orbital gap (alpha / beta) (eV): 8.05 / 8.05
LUMO (alpha / beta) (eV): -2.336 / -2.336
M (g mol⁻¹): 144.935

ORCA input file:
```
! wB97M-V def2-TZVPD RIJCOSX def2/J DEFGRID3
* xyz 0 1
C -0.84 0.50 0.00
C 0.29 1.14 0.01
C 0.18 -0.50 0.07
F 0.65 -1.12 1.12
F 0.43 -1.27 -1.03
Cl -3.21 -0.06 -0.06
Cl 1.15 2.51 -0.01
*
```


Density functional theory data (ωB97M-V/def2-TZVPD) for one molecule with the formula C5H9NO.

## Properties
ΔE to the lowest compared entry with this formula, charge and spin (kJ/mol): 451.7
HOMO energy (eV): -8.87
Orbital gap (eV): 8.55
LUMO (eV): -0.321
M (g mol⁻¹): 99.133

ORCA input file:
```
! wB97M-V def2-TZVPD RIJCOSX def2/J DEFGRID3
* xyz 0 1
C 2.36 0.42 -0.59
C 1.19 -0.21 0.04
C -1.36 0.93 0.88
C 0.16 -0.56 -0.96
O -0.96 -1.18 -0.36
C -1.47 -0.57 0.75
N -2.17 -1.23 1.56
H 3.12 -0.38 -0.57
H 2.24 0.78 -1.61
H 2.78 1.19 0.06
H -1.84 1.24 1.80
H -0.35 1.33 0.90
H -1.88 1.42 0.06
H 0.52 -1.29 -1.69
H -0.13 0.34 -1.54
H -2.19 -2.21 1.27
*
```


Which formula does entry 4 have?
C27H41MnO5Si


M of number 6 (C2HCl3OS)?
179.455 g mol⁻¹